Below is an isolated molecule of C6H6 at a distorted geometry, with properties calculated with ωB97M-V/def2-TZVPD.

Last column: Löwdin charge in e.
CARTESIAN COORDINATES (ANGSTROEM)
C 1.368 -1.202 0.737  -0.1416
C 0.227 -0.717 0.640  -0.0002
C -1.722 0.624 -0.798  -0.0386
C -1.506 1.792 -1.400  -0.0592
C 2.553 -1.786 0.557  0.0108
C -1.066 -0.034 0.481  -0.2303
H -2.191 1.953 -2.202  0.0300
H -0.909 2.637 -0.978  0.0746
H 3.288 -1.127 -0.004  0.0886
H 2.960 -2.525 1.107  0.0062
H -1.945 -0.647 0.866  0.1135
H -1.057 1.030 0.995  0.1463

## Properties
HOMO (alpha / beta) (Eh): -0.325 / -0.294
Net charge: 0
Energy above the lowest of the compared OMol25 structures with the same formula, charge and spin (kcal/mol): 165.1
Calculated total energy (eV): -6312.043
LUMO energy (alpha / beta) (eV): -0.558 / -0.399
Orbital gap (alpha / beta) (eV): 8.27 / 7.61

=====

Below is a structure of composition C6H6, with properties calculated with ωB97M-V/def2-TZVPD.

Last column: Löwdin charge in e.
CARTESIAN COORDINATES (ANGSTROEM)
C -1.175 -0.840 -0.648  -0.0572
C -0.332 -0.157 0.443  -0.3736
C 1.095 -0.520 0.384  -0.1178
C 2.291 -0.613 0.295  0.1358
C -0.349 1.328 0.319  -0.1801
C -0.397 2.584 0.207  0.0784
H -0.809 -0.565 -1.640  0.0899
H -1.121 -1.927 -0.538  0.0839
H -2.220 -0.530 -0.563  0.0852
H -0.734 -0.428 1.428  0.1474
H 3.354 -0.669 0.218  0.0346
H 0.707 1.942 0.094  0.0735

## Properties
HOMO (Eh): -0.386
Net charge: 0
Energy above the lowest of the compared OMol25 structures with the same formula, charge and spin (kcal/mol): 133.5
Calculated total energy (eV): -6313.411
LUMO energy (eV): 0.746
Orbital gap (eV): 11.26

=====

Below is an isolated molecule of C6H6Br2F7O2PS at a distorted geometry, with properties calculated with ωB97M-V/def2-TZVPD.

Last column: Löwdin charge in e.
CARTESIAN COORDINATES (ANGSTROEM)
C -3.801 0.835 0.875  -0.2189
C -2.570 1.329 -0.018  -0.7607
Br -1.718 2.837 1.022  0.6418
C -1.401 0.201 -0.156  -0.9284
Br -2.263 -1.611 -0.264  0.6422
P -0.561 0.498 -1.821  0.8567
S 1.561 0.233 -1.752  0.5538
O 2.227 1.509 -1.274  -0.3523
O 1.997 0.083 -3.201  -0.3701
C 2.168 -1.296 -0.889  -0.3815
F 3.484 -1.580 -1.327  0.0817
F 1.386 -2.388 -1.373  0.0362
C 2.042 -1.332 0.699  -0.2311
F 0.760 -1.728 1.158  0.0683
F 2.903 -2.381 1.131  0.0921
C 2.541 -0.032 1.476  -0.3617
F 2.790 -0.435 2.813  0.0979
F 3.775 0.439 1.004  0.1255
F 1.609 0.996 1.558  0.1050
H -4.595 0.427 0.176  0.0776
H -4.203 1.750 1.429  0.0615
H -3.499 0.097 1.698  0.0783
H -2.855 1.767 -1.023  0.0810
H -0.744 0.335 0.757  0.0350
H -1.035 -0.554 -2.698  -0.0301

## Properties
HOMO (Eh): -0.382
Net charge: 0
Structure (SMILES): C[C@@H](Br)[C@@H](Br)PS(=O)(=O)C(F)(F)C(F)(F)C(F)(F)F
Calculated total energy (eV): -189641.651
LUMO energy (eV): -0.841
Orbital gap (eV): 9.56

=====

Question: Which formula does entry 3 have?
Answer: C6H6Br2F7O2PS

=====

Question: The lowest calculated total energy belongs to which entry?
Answer: C6H6Br2F7O2PS

=====

Copy entry 1 word for word.
Below is an isolated molecule of C6H6 at a distorted geometry, with properties calculated with ωB97M-V/def2-TZVPD.

Last column: Löwdin charge in e.
CARTESIAN COORDINATES (ANGSTROEM)
C 1.368 -1.202 0.737  -0.1416
C 0.227 -0.717 0.640  -0.0002
C -1.722 0.624 -0.798  -0.0386
C -1.506 1.792 -1.400  -0.0592
C 2.553 -1.786 0.557  0.0108
C -1.066 -0.034 0.481  -0.2303
H -2.191 1.953 -2.202  0.0300
H -0.909 2.637 -0.978  0.0746
H 3.288 -1.127 -0.004  0.0886
H 2.960 -2.525 1.107  0.0062
H -1.945 -0.647 0.866  0.1135
H -1.057 1.030 0.995  0.1463

## Properties
HOMO (alpha / beta) (Eh): -0.325 / -0.294
Net charge: 0
Energy above the lowest of the compared OMol25 structures with the same formula, charge and spin (kcal/mol): 165.1
Calculated total energy (eV): -6312.043
LUMO energy (alpha / beta) (eV): -0.558 / -0.399
Orbital gap (alpha / beta) (eV): 8.27 / 7.61